C5H8N2 | wB97M-V/def2-TZVPD

Last columns: bonded neighbours and bond lengths (Å).
Geometry (Å):
1 C -0.166 -1.502 0.142  C2 1.305, C4 1.492, H8 1.058
2 C 0.530 -0.707 -0.623  C1 1.305, N7 1.383, H9 1.077
3 C -1.126 0.399 1.329  C4 1.542, N6 1.222, H10 1.060
4 C -0.724 -1.084 1.461  C1 1.492, C3 1.542, H11 1.174, H12 1.037
5 C 1.070 1.469 -1.399  N7 1.451, H13 1.034, H14 1.148, H15 1.076
6 N -0.714 1.318 0.636  C3 1.222
7 N 0.936 0.568 -0.270  C2 1.383, C5 1.451
8 H -0.371 -2.446 -0.288  C1 1.058
9 H 0.691 -1.196 -1.569  C2 1.077
10 H -1.927 0.675 1.967  C3 1.060
11 H -1.624 -1.828 1.584  C4 1.174
12 H -0.011 -0.905 2.193  C4 1.037
13 H 0.214 2.018 -1.588  C5 1.034
14 H 1.925 2.217 -1.234  C5 1.148
15 H 1.299 1.004 -2.341  C5 1.076

Results
Energy relative to the best compared isomer or geometry (same formula, charge and spin): 4.408 eV
HOMO-LUMO gap (alpha / beta): 8.587 / 8.584 eV
Highest occupied orbital energy (alpha / beta): -0.3093 / -0.3093 Eh
Total charge: 0